#w
An isolated molecule of C3H10N4O. Source: the Open Molecules 2025 dataset; level of theory: ωB97M-V with the def2-TZVPD basis set.

The geometry in ORCA input format:
```
! RIJCOSX wB97M-V def2-TZVPD def2/J DEFGRID3
* xyz 0 1
C -0.822 1.031 -1.545
C 0.185 0.253 -0.719
O 0.731 -0.792 -1.520
N 1.191 0.922 -0.053
H 1.673 -0.566 -1.544
H 0.983 1.911 0.056
H -1.563 0.361 -1.986
H -0.282 1.540 -2.343
H -1.319 1.794 -0.945
N -1.707 -0.007 1.150
N 1.327 -1.734 1.261
C 0.364 -0.840 1.439
N -0.642 -0.694 0.536
H -1.502 0.996 1.146
H -2.541 -0.180 0.599
H 2.191 -1.591 1.763
H 1.425 -2.061 0.303
H 0.308 -0.341 2.404
*
```

#x
An isolated molecule of C3H10N4O. Source: the Open Molecules 2025 dataset; level of theory: ωB97M-V with the def2-TZVPD basis set.

The geometry in ORCA input format:
```
! RIJCOSX wB97M-V def2-TZVPD def2/J DEFGRID3
* xyz 0 1
H 1.407 -2.108 -1.132
N 1.902 -1.342 -0.671
C 1.022 -0.543 -0.136
N 1.410 0.605 0.456
O 2.692 1.112 0.317
C -0.490 -0.827 0.002
N -0.978 -0.788 1.327
C -1.443 0.111 -0.732
N -1.060 1.534 -0.278
H 0.809 1.454 0.298
H 3.124 0.314 -0.016
H -0.698 -1.860 -0.383
H -0.515 -1.630 1.788
H -0.745 0.087 1.887
H -2.461 -0.292 -0.462
H -1.185 0.096 -1.837
H -1.606 1.718 0.564
H -1.185 2.356 -0.994
*
```

Its structure (SMILES) is [H]/N=C(/NO)[C@@H](N)CN.

Stability check: which of them is least stable? #w.

#w
A cluster of 2 separate species, C4H11S2 in total. Source: the Open Molecules 2025 dataset; level of theory: ωB97M-V with the def2-TZVPD basis set.

The geometry in ORCA input format:
```
! RIJCOSX wB97M-V def2-TZVPD def2/J DEFGRID3
* xyz -1 1
C 1.763 1.161 0.186
S 1.796 2.964 -0.253
C 0.064 2.994 -0.763
H 1.243 1.162 1.146
H 1.034 0.646 -0.442
H 2.638 0.488 0.049
H -0.283 2.081 -1.255
H -0.173 3.794 -1.493
H -0.562 3.135 0.134
C -1.614 -2.325 -0.086
C -0.429 -2.369 0.854
S 1.165 -2.091 -0.141
H -1.389 -2.492 -1.143
H -2.404 -3.049 0.208
H -2.005 -1.289 -0.178
H -0.383 -1.596 1.606
H -0.463 -3.215 1.570
*
```

#x
A cluster of 2 separate species, C4H11S2 in total. Source: the Open Molecules 2025 dataset; level of theory: ωB97M-V with the def2-TZVPD basis set.

The geometry in ORCA input format:
```
! RIJCOSX wB97M-V def2-TZVPD def2/J DEFGRID3
* xyz -1 1
C 2.211 -0.184 1.867
S 2.455 -1.055 0.281
C 2.013 0.355 -0.783
H 1.303 0.403 1.818
H 2.031 -0.934 2.632
H 3.100 0.415 2.045
H 1.847 0.001 -1.800
H 2.798 1.061 -0.700
H 1.089 0.835 -0.456
C -2.482 0.597 -0.983
C -2.159 -0.744 -0.332
S -3.191 -1.269 1.049
H -2.408 1.407 -0.266
H -1.853 0.754 -1.854
H -3.512 0.577 -1.351
H -2.146 -1.552 -1.073
H -1.096 -0.667 -0.094
*
```

#y
A cluster of 2 separate species, C4H11S2 in total. Source: the Open Molecules 2025 dataset; level of theory: ωB97M-V with the def2-TZVPD basis set.

The geometry in ORCA input format:
```
! RIJCOSX wB97M-V def2-TZVPD def2/J DEFGRID3
* xyz -1 1
C 2.861 -0.750 -0.241
S 3.416 -0.001 1.321
C 1.824 0.733 1.865
H 2.112 -0.098 -0.680
H 2.534 -1.785 -0.202
H 3.707 -0.696 -0.934
H 0.950 0.118 1.642
H 1.945 0.833 2.944
H 1.663 1.657 1.317
C -3.352 -0.386 -0.868
C -2.079 0.447 -0.938
S -0.470 -0.361 -0.433
H -3.335 -1.233 -0.178
H -3.584 -0.841 -1.836
H -4.152 0.292 -0.556
H -2.193 1.305 -0.273
H -1.845 0.767 -1.950
*
```

Stability check: which of them is least stable? #w.

#w
An isolated molecule of C6H12O2S. Source: the Open Molecules 2025 dataset; level of theory: ωB97M-V with the def2-TZVPD basis set.

The geometry in ORCA input format:
```
! RIJCOSX wB97M-V def2-TZVPD def2/J DEFGRID3
* xyz 0 1
C -1.322 0.101 1.475
C -1.361 -1.797 -0.576
C -0.440 1.058 -1.029
C 0.746 1.501 -0.116
C 1.995 0.568 -0.230
C 1.582 -0.811 0.137
H -2.081 -0.451 2.062
H -0.165 -0.161 1.501
H -1.353 1.206 1.856
H -1.159 -1.916 -1.726
H -2.334 -2.333 -0.435
H -0.612 -2.216 0.112
H -0.025 0.481 -1.977
H -0.948 1.961 -1.442
H 0.383 1.424 1.015
H 0.995 2.569 -0.292
H 2.631 0.610 -1.112
H 2.598 0.862 0.681
O 1.489 -1.626 -0.877
O 1.174 -1.052 1.272
S -1.795 0.022 -0.300
*
```

#x
A cluster of 2 separate species, C6H12O2S in total. Source: the Open Molecules 2025 dataset; level of theory: ωB97M-V with the def2-TZVPD basis set.

The geometry in ORCA input format:
```
! RIJCOSX wB97M-V def2-TZVPD def2/J DEFGRID3
* xyz 0 1
C -2.264 0.621 -0.460
C -1.132 0.672 0.532
C -1.821 -0.711 -1.219
C -1.020 -0.644 1.298
C 2.925 -0.481 0.638
C 2.324 -0.051 -0.689
O 0.017 -0.735 2.220
O 1.787 -0.600 -1.634
S -0.870 -1.814 -0.126
H -3.217 0.595 -0.002
H -2.217 1.385 -1.137
H -0.099 0.892 0.068
H -1.261 1.422 1.354
H -2.688 -1.332 -1.683
H -1.147 -0.497 -2.050
H 2.113 -0.191 1.307
H 3.964 0.139 0.770
H 2.974 -1.606 0.719
H 2.293 1.058 -0.704
H 0.322 -1.545 2.638
H 0.171 -1.794 -1.196
*
```

Stability check: which of them is least stable? #x.

#w
The ion C5H9O2Se with charge -1. Source: the Open Molecules 2025 dataset; level of theory: ωB97M-V with the def2-TZVPD basis set.

The geometry in ORCA input format:
```
! RIJCOSX wB97M-V def2-TZVPD def2/J DEFGRID3
* xyz -1 1
C 1.894 0.539 -1.049
C -1.270 -1.782 -1.140
C 1.219 1.513 2.108
C -1.472 -0.339 -0.865
C -0.990 0.308 0.449
O 2.181 -0.503 -1.568
O 2.101 1.692 -0.874
Se 0.880 -0.116 0.997
H -0.136 -1.812 -1.377
H -1.763 -2.188 -2.080
H -1.473 -2.391 -0.288
H 1.018 2.576 1.598
H 0.504 1.384 2.929
H 2.339 1.408 2.367
H -2.527 -0.212 -0.806
H -0.855 0.127 -1.660
H -1.652 -0.203 1.260
*
```

#x
A cluster of 2 separate species, C5H9O2Se in total. Source: the Open Molecules 2025 dataset; level of theory: ωB97M-V with the def2-TZVPD basis set.

The geometry in ORCA input format:
```
! RIJCOSX wB97M-V def2-TZVPD def2/J DEFGRID3
* xyz -1 1
C 0.860 -1.886 0.658
C -1.355 1.077 -1.583
C 1.271 0.896 1.663
C -1.397 -0.194 -0.827
C 0.680 -0.732 -0.390
O -0.107 -2.254 1.274
O 2.002 -2.213 0.791
Se 1.664 0.833 -0.290
H -2.374 1.301 -1.850
H -0.589 0.991 -2.271
H -1.170 1.802 -0.849
H 1.552 1.772 2.208
H 0.145 0.895 1.982
H 1.734 0.140 2.212
H -1.538 -1.086 -1.370
H -1.991 -0.133 0.027
H 0.612 -1.211 -1.385
*
```

Stability check: which of them is least stable? #x.